{"formula": "C34H86Br6Cl8N6O6", "method": "ωB97M-V with the def2-TZVPD basis set", "max_force_ev_per_a": 1.99, "total_energy_ha": -21252.50746, "orbital_gap_ev": 9.13, "e_above_lowest_ev": 0.0000, "species": ["Br", "C", "C", "Br", "H", "H", "H", "H", "Br", "C", "C", "Br", "H", "H", "H", "H", "Br", "C", "C", "Br", "H", "H", "H", "H", "C", "C", "C", "O", "C", "N", "H", "H", "H", "H", "H", "H", "H", "H", "H", "H", "H", "C", "C", "C", "O", "C", "N", "H", "H", "H", "H", "H", "H", "H", "H", "H", "H", "H", "C", "C", "C", "O", "C", "N", "H", "H", "H", "H", "H", "H", "H", "H", "H", "H", "H", "C", "C", "C", "O", "C", "N", "H", "H", "H", "H", "H", "H", "H", "H", "H", "H", "H", "C", "C", "C", "O", "C", "N", "H", "H", "H", "H", "H", "H", "H", "H", "H", "H", "H", "C", "C", "C", "O", "C", "N", "H", "H", "H", "H", "H", "H", "H", "H", "H", "H", "H", "C", "Cl", "Cl", "H", "H", "C", "Cl", "Cl", "H", "H", "C", "Cl", "Cl", "H", "H", "C", "Cl", "Cl", "H", "H"], "xyz": [[-6.0723, -2.0359, -0.5948], [-6.3167, -1.1779, -2.3666], [-5.0788, -1.4937, -3.1655], [-5.2480, -0.7131, -4.9495], [-6.3984, -0.0958, -2.2876], [-7.2719, -1.5263, -2.7443], [-4.8248, -2.5284, -3.3594], [-4.1877, -1.0445, -2.7309], [-1.8532, 7.9485, 5.0830], [-0.5568, 6.8529, 4.1080], [-0.6681, 7.0615, 2.6163], [0.4087, 5.7316, 1.7171], [-0.6569, 5.7949, 4.3365], [0.4264, 7.1703, 4.4456], [-0.3110, 8.0400, 2.2992], [-1.6433, 6.9830, 2.1414], [-2.6936, -6.0124, 2.1833], [-4.2243, -4.8879, 1.5914], [-4.9547, -4.4817, 2.8547], [-6.6964, -3.7645, 2.3381], [-4.8854, -5.5305, 1.0161], [-3.8484, -4.0870, 0.9634], [-4.4215, -3.7460, 3.4510], [-5.1381, -5.3730, 3.4455], [-3.0047, -4.1850, -5.5932], [-1.9145, -3.4730, -4.7783], [-1.5374, -2.0389, -5.2186], [-1.1445, -2.0935, -6.5589], [-0.6953, -0.8166, -6.9809], [-2.0988, -3.6191, -3.3427], [-3.1088, -5.1968, -5.2061], [-2.7839, -4.1914, -6.6584], [-3.9307, -3.6211, -5.4286], [-1.0204, -4.0587, -5.0304], [-0.7244, -1.8188, -4.5134], [-2.3756, -1.3405, -5.0572], [0.0646, -0.3513, -6.3442], [-1.5737, -0.1697, -7.0678], [-0.2029, -0.8908, -7.9517], [-1.7168, -4.4781, -2.9686], [-3.0806, -3.6717, -3.0929], [-2.4230, -1.1531, -0.1523], [-1.1721, -0.8554, -0.9560], [-0.2209, 0.0085, -0.1398], [-0.7389, 1.2797, 0.1634], [0.1936, 2.2353, 0.6171], [-0.4817, -2.0960, -1.2717], [-2.9418, -2.0156, -0.5817], [-3.1266, -0.3191, -0.2272], [-2.2868, -1.4033, 0.9016], [-1.4480, -0.3738, -1.9053], [0.7203, 0.1562, -0.6885], [-0.0069, -0.5271, 0.7939], [0.6200, 1.8581, 1.5497], [-0.2888, 3.2063, 0.6502], [0.9982, 2.3269, -0.1300], [-1.0842, -2.6603, -1.8718], [0.2861, -1.9009, -1.9223], [4.3095, 3.8718, 1.4079], [5.4568, 3.0613, 0.7955], [5.3840, 3.1784, -0.7273], [6.1451, 2.2165, -1.4182], [7.4960, 2.5946, -1.5836], [6.7445, 3.4978, 1.3893], [3.3646, 3.3876, 1.1245], [4.2339, 4.8841, 1.0075], [4.3349, 3.8889, 2.4945], [5.4603, 2.0110, 1.0903], [5.5743, 4.1935, -1.0981], [4.3434, 3.0118, -1.0172], [7.5866, 3.3859, -2.3407], [8.0715, 1.7582, -1.9786], [7.9095, 2.9371, -0.6329], [7.0287, 4.4235, 1.0746], [6.6647, 3.6289, 2.3917], [1.9004, 0.7115, -3.5032], [2.5766, -0.5994, -3.8914], [4.0940, -0.5153, -3.7439], [4.5988, 0.6023, -4.4378], [5.9406, 0.8481, -4.0638], [1.9313, -1.6839, -3.1544], [2.1355, 1.5567, -4.1508], [2.2551, 0.9845, -2.5010], [0.8120, 0.6349, -3.4891], [2.4028, -0.7512, -4.9644], [4.5006, -1.4167, -4.2186], [4.3033, -0.5403, -2.6680], [6.2458, 1.8287, -4.4151], [6.6042, 0.0598, -4.4337], [6.0484, 0.8288, -2.9740], [2.4580, -2.5523, -3.3036], [2.2312, -1.5234, -2.1820], [3.0325, -4.8285, 0.5139], [2.9468, -3.6170, -0.3828], [3.2909, -2.3531, 0.4111], [3.7158, -1.3212, -0.4797], [3.9803, -0.1142, 0.1801], [3.8076, -3.8140, -1.5781], [2.3267, -4.7496, 1.3444], [4.0258, -5.0401, 0.9169], [2.7828, -5.7207, -0.0668], [1.9139, -3.4798, -0.7181], [4.1391, -2.5534, 1.0790], [2.4338, -2.0152, 0.9989], [4.1628, 0.6780, -0.5547], [4.7806, -0.2233, 0.9118], [3.0966, 0.3579, 0.6434], [4.4152, -4.6147, -1.4755], [4.3725, -2.9671, -1.6029], [-5.0354, -1.1141, 7.3675], [-3.7046, -0.7228, 6.7819], [-3.8589, -0.0037, 5.4521], [-4.2679, -0.8525, 4.3973], [-4.4928, -0.1086, 3.2116], [-3.0421, 0.1306, 7.7671], [-5.6748, -1.6267, 6.6379], [-5.6497, -0.2479, 7.6228], [-4.9073, -1.8101, 8.1967], [-3.1101, -1.6372, 6.6561], [-2.8825, 0.3955, 5.1464], [-4.6067, 0.7821, 5.6192], [-3.5217, 0.1814, 2.7837], [-5.0406, 0.8254, 3.3475], [-4.9814, -0.7808, 2.5098], [-2.1254, 0.4340, 7.4505], [-2.8851, -0.2741, 8.6782], [-1.0277, -1.7696, 3.6730], [-1.2255, -3.0115, 4.9343], [-0.3350, -0.2763, 4.2711], [-0.3962, -2.1033, 2.8550], [-2.0130, -1.5646, 3.2645], [-3.1248, 3.8390, 0.7888], [-4.5389, 3.8373, 1.8550], [-2.9340, 5.3972, -0.0418], [-2.2433, 3.6703, 1.3962], [-3.2289, 3.0598, 0.0420], [1.5370, 3.4261, 5.3438], [3.1199, 3.6055, 6.1721], [1.7964, 3.0822, 3.6523], [1.0340, 2.5790, 5.7977], [0.9479, 4.3267, 5.4737], [-1.2194, 2.1824, -2.9645], [-1.0285, 3.8778, -2.4041], [-2.8896, 1.8175, -3.2770], [-0.5677, 1.9812, -3.8072], [-0.8811, 1.6093, -2.1056]], "lowdin_charge": [0.614, -0.638, -0.712, 0.644, 0.060, 0.055, 0.024, 0.025, 0.622, -0.713, -0.692, 0.671, 0.034, 0.055, 0.061, 0.024, 0.583, -0.665, -0.689, 0.600, 0.046, 0.034, 0.046, 0.043, -0.049, -0.416, -0.222, -0.169, -0.096, 0.043, 0.076, 0.078, 0.053, 0.139, 0.110, 0.083, 0.077, 0.091, 0.088, 0.092, 0.059, -0.061, -0.431, -0.207, -0.217, -0.136, 0.052, 0.040, 0.074, 0.064, 0.107, 0.109, 0.118, 0.041, 0.005, 0.086, 0.022, 0.023, -0.084, -0.402, -0.207, -0.227, -0.104, 0.023, 0.047, 0.085, 0.048, 0.120, 0.136, 0.120, 0.092, 0.089, 0.072, 0.074, 0.066, -0.045, -0.419, -0.213, -0.164, -0.104, 0.052, 0.087, 0.077, 0.042, 0.135, 0.133, 0.107, 0.093, 0.091, 0.061, 0.073, 0.048, -0.074, -0.425, -0.176, -0.238, -0.106, 0.054, 0.082, 0.082, 0.082, 0.111, 0.130, 0.125, 0.070, 0.097, 0.088, 0.065, 0.057, -0.072, -0.456, -0.218, -0.208, -0.101, 0.034, 0.080, 0.083, 0.078, 0.101, 0.085, 0.134, 0.077, 0.080, 0.068, 0.062, 0.071, -1.019, 0.538, 0.545, 0.021, -0.008, -1.016, 0.519, 0.491, -0.002, 0.018, -0.989, 0.492, 0.544, 0.018, 0.014, -1.020, 0.518, 0.565, 0.016, -0.023]}